Record 1
# C10H21N2

2 unconnected molecules or ions with the total composition C10H21N2 at a distorted geometry (ωB97M-V with the def2-TZVPD basis set, OMol25).

As for the energy relative to the best compared isomer or geometry (same formula, charge and spin): 19.8 kcal/mol. The value obtained for the total energy is -13682.884 eV. The calculation puts the frontier orbital gap at 0.3062 Ha. The largest force on an atom comes out at 4.0 eV/Å. As for the net charge: +1. Its multiplicity is 1. The lowest unoccupied orbital energy comes out at -4.12 eV. The HOMO energy is -12.46 eV.

XYZ file:
```
33
C10H21N2 | OMol25 | ωB97M-V with the def2-TZVPD basis set
C -0.8099 3.0146 0.7723
C -1.9485 -1.3463 -0.7348
C -0.7416 -2.0523 -1.3883
C -1.7355 0.1444 -0.6139
C 0.5483 -0.2761 -0.0425
C 0.4308 -1.7365 -0.5581
C 0.6034 3.4683 0.4525
C 1.9134 0.2193 0.4848
C 1.6697 -1.9118 -1.4053
C 0.3908 -2.5516 0.6982
N -1.2483 3.0057 2.0192
N -0.4137 0.5750 -0.1241
H -2.8665 -1.4762 -1.2642
H -2.0449 -1.8618 0.2911
H -0.8169 -3.1452 -1.3830
H -0.6456 -1.6958 -2.4597
H -1.9481 0.6186 -1.5051
H -2.4970 0.6004 0.1804
H 1.2809 2.6059 0.3502
H 0.9378 3.9906 1.3842
H 0.6798 4.1399 -0.4098
H 2.1711 1.2342 0.0991
H 2.5657 -0.6679 0.3178
H 1.7983 0.3658 1.5396
H 1.7921 -0.9943 -2.0748
H 1.4881 -2.8763 -1.9007
H 2.5922 -2.0229 -0.8124
H 0.5493 -3.5846 0.3168
H -0.5191 -2.3654 1.2287
H 1.2581 -2.2011 1.2935
H -0.7359 3.3218 2.8382
H -1.5281 2.6605 0.0232
H -2.1701 2.8011 2.3868
```

=====

Record 2
# C19H23Cl5MoN8

A molecular structure, C19H23Cl5MoN8 at a distorted geometry (ωB97M-V with the def2-TZVPD basis set, OMol25).

The value obtained for the total energy is -96433.980 eV. The calculation puts the frontier orbital gap at 0.1951 Ha. The largest force on an atom comes out at 2.4 eV/Å. As for the net charge: +2. Its multiplicity is 1. The lowest unoccupied orbital energy comes out at -9.39 eV. The HOMO energy is -14.70 eV.

XYZ file:
```
56
C19H23Cl5MoN8 | OMol25 | ωB97M-V with the def2-TZVPD basis set
Mo 0.0003 0.1723 -0.4177
C -0.3940 1.5247 -2.8036
C 0.2115 2.0907 -1.5346
N 3.1499 1.6352 1.2031
C 3.9649 -0.3462 2.2649
C 2.1299 0.1649 -0.6816
N 1.6742 -1.1015 -1.0267
C 1.7994 -1.4598 -2.4694
C 1.1356 -0.3661 -3.2773
N -0.1368 0.0550 -2.6257
H -1.4692 1.6804 -2.8501
H 0.0420 1.8908 -3.7345
H 1.2344 2.4343 -1.6541
H -0.3724 2.8762 -1.0689
H 2.6990 1.9777 0.3560
H 4.4607 0.4510 2.7920
H 4.1946 -1.3977 2.3080
H 2.8069 0.6742 -1.3576
H 2.6778 -1.3100 1.0146
H 1.9380 -1.8757 -0.3895
H 2.8550 -1.5406 -2.7372
H 1.3436 -2.4309 -2.6242
H 1.7755 0.5128 -3.3350
H 0.9631 -0.6964 -4.3022
H -0.9083 -0.5030 -2.9844
Cl -1.3088 3.3486 1.6804
C -0.5608 1.8947 2.1684
C 0.2740 1.1955 1.3096
C 0.9703 0.0794 1.7900
Cl 2.8674 0.0622 1.1811
C 0.6695 -0.5045 3.0143
Cl 1.4801 -1.9228 3.5239
C -0.2577 0.1272 3.8421
Cl -0.6747 -0.5588 5.3440
C -0.8261 1.3588 3.4450
Cl -1.9066 2.1541 4.4816
N -1.8520 0.8888 -0.3078
C -2.9552 1.3338 -0.1898
N -4.1343 1.6540 -0.0558
C -4.5701 2.9075 0.1193
N -4.9805 3.9700 0.2818
C -3.6919 -2.7054 2.4823
C -2.7168 -2.6247 1.3624
C -2.3841 -3.5250 0.3693
C -1.4345 -2.8975 -0.4324
N -1.1717 -1.6603 0.0383
N -1.9732 -1.5350 1.1367
C -0.7767 -3.4975 -1.6256
H -3.9535 -3.7428 2.6736
H -4.6072 -2.1672 2.2313
H -3.2820 -2.2783 3.3979
H -2.7840 -4.5162 0.2405
H -2.0552 -0.6421 1.5964
H -0.8055 -2.8286 -2.4853
H -1.2974 -4.4088 -1.9090
H 0.2561 -3.7744 -1.4083
```

=====

Record 3
# C15H12BBr2N5O4S2V

A molecular structure, C15H12BBr2N5O4S2V (ωB97M-V with the def2-TZVPD basis set, OMol25).

As for the energy relative to the best compared isomer or geometry (same formula, charge and spin): 0.0 kcal/mol. The value obtained for the total energy is -219515.309 eV. The calculation puts the frontier orbital gap (alpha / beta) at 0.1505 / 0.1550 Ha. Its expectation value of S² is 0.78. The largest force on an atom comes out at 0.8 eV/Å. As for the net charge: -2. Its multiplicity is 2. The lowest unoccupied orbital energy (alpha / beta) comes out at 4.06 / 4.06 eV. The HOMO energy (alpha / beta) is -0.04 / -0.16 eV.

XYZ file:
```
42
C15H12BBr2N5O4S2V | OMol25 | ωB97M-V with the def2-TZVPD basis set
V -0.3686 -0.7276 -0.6451
Br -0.3224 4.3947 -1.2494
C 1.1190 3.1780 -1.0537
C 2.4250 3.6602 -1.0002
C 3.4887 2.8003 -0.8861
Br 5.2531 3.5374 -0.8236
C 3.3131 1.3963 -0.8062
C 4.3321 0.4218 -0.6900
C 3.9542 -0.9015 -0.6422
C 2.6182 -1.2898 -0.6657
N 1.6235 -0.3860 -0.7307
C 1.9808 0.9393 -0.8457
C 0.8508 1.8027 -1.0119
O -0.2984 1.2447 -1.0667
H 2.5937 4.7276 -1.0527
H 5.3704 0.7188 -0.6551
H 4.7033 -1.6826 -0.5797
H 2.3172 -2.3284 -0.6264
B -3.0698 -0.3138 1.8825
N -3.3389 -0.2489 0.3437
C -4.5550 0.0168 -0.1406
C -4.5418 -0.1385 -1.5166
C -3.2336 -0.5311 -1.7905
N -2.5153 -0.5897 -0.6717
N -1.5586 -0.2984 2.2748
C -1.1614 -0.2771 3.5515
C 0.2170 -0.1752 3.5932
C 0.5872 -0.1853 2.2478
N -0.4858 -0.2444 1.4608
H -3.5604 -1.3306 2.3357
H -3.6082 0.6672 2.3646
H -5.3447 0.2934 0.5397
H -5.3532 0.0001 -2.2099
H -2.7524 -0.7856 -2.7207
H -1.8998 -0.3114 4.3369
H 0.8533 -0.1249 4.4600
H 1.5677 -0.1541 1.8011
O -1.4561 -4.3097 -1.4729
S -0.2465 -3.5223 -1.3770
O -0.2849 -2.6552 -0.0926
O 0.9884 -4.2852 -1.4067
S -0.2010 -2.0017 -2.7621
```

=====

Record 4
# C4H8N2O

C4H8N2O in the gas phase at a distorted geometry (ωB97M-V with the def2-TZVPD basis set, OMol25).

As for the energy relative to the best compared isomer or geometry (same formula, charge and spin): 36.2 kcal/mol. The value obtained for the total energy is -9304.823 eV. The calculation puts the frontier orbital gap at 0.4238 Ha. The largest force on an atom comes out at 3.1 eV/Å. As for the net charge: 0. Its multiplicity is 1. The structure (SMILES) is CC[C@](N)(O)C#N. The lowest unoccupied orbital energy comes out at 0.75 eV. The HOMO energy is -10.79 eV.

XYZ file:
```
15
C4H8N2O | OMol25 | ωB97M-V with the def2-TZVPD basis set
C -0.6974 -1.3527 -0.2871
C -0.3776 -0.0092 0.3726
C 0.9691 0.6001 -0.0877
N 1.4083 1.5899 0.8311
O 0.9423 1.0820 -1.4089
C 1.9332 -0.6873 -0.0045
N 2.6913 -1.5401 -0.0041
H -1.5920 -1.7830 0.1583
H 0.1173 -2.0607 -0.1454
H -0.8732 -1.2496 -1.3588
H -1.1817 0.7019 0.1720
H -0.3024 -0.1529 1.4513
H 2.2084 2.0957 0.4665
H 0.6570 2.2485 1.0134
H 0.4564 0.4701 -1.9747
```

=====

Record 5
# C4H4O2

C4H4O2 in the gas phase (ωB97M-V with the def2-TZVPD basis set, OMol25).

As for the energy relative to the best compared isomer or geometry (same formula, charge and spin): 46.1 kcal/mol. The value obtained for the total energy is -8305.078 eV. The calculation puts the frontier orbital gap at 0.4030 Ha. The largest force on an atom comes out at 0.6 eV/Å. As for the net charge: 0. Its multiplicity is 1. The structure (SMILES) is C#C[C@@H](O)C=O. The lowest unoccupied orbital energy comes out at 0.62 eV. The HOMO energy is -10.34 eV.

XYZ file:
```
10
C4H4O2 | OMol25 | ωB97M-V with the def2-TZVPD basis set
C -1.4295 -1.4409 1.0364
C -0.4937 -0.7794 0.6646
C 0.6492 0.0031 0.1466
O 1.3221 -0.6433 -0.8906
C 0.0987 1.3360 -0.3756
O 0.0227 1.5293 -1.5624
H -2.2582 -2.0328 1.3588
H 1.3512 0.1965 0.9700
H 0.9657 -0.2446 -1.7049
H -0.2293 2.0938 0.3568
```

=====

Record 6
# C5H17NO2

3 unconnected molecules or ions with the total composition C5H17NO2 at a distorted geometry (ωB97M-V with the def2-TZVPD basis set, OMol25).

As for the energy relative to the best compared isomer or geometry (same formula, charge and spin): 47.1 kcal/mol. The value obtained for the total energy is -11044.212 eV. The calculation puts the frontier orbital gap at 0.3338 Ha. The largest force on an atom comes out at 3.5 eV/Å. As for the net charge: 0. Its multiplicity is 1. The structure (SMILES) is CCCCNC.O.O. The lowest unoccupied orbital energy comes out at 0.36 eV. The HOMO energy is -8.72 eV.

XYZ file:
```
25
C5H17NO2 | OMol25 | ωB97M-V with the def2-TZVPD basis set
C 0.5633 0.4562 -1.9090
C 0.8774 0.3721 -0.4156
C 1.1810 -1.0427 0.0461
C 0.8535 -1.2505 1.5435
N -0.6147 -1.2828 1.8748
C -1.2891 -2.3584 1.0773
H 0.6077 -0.5585 -2.2370
H 1.3475 0.9344 -2.5097
H -0.4668 0.9074 -2.1158
H 1.9357 0.7411 -0.4355
H 0.2657 0.9341 0.2615
H 0.6941 -1.8129 -0.5885
H 2.2270 -1.2720 0.0437
H 1.3353 -2.1496 1.9334
H 1.3463 -0.4613 2.1211
H -0.9612 -0.3500 1.7545
H -2.4091 -2.3538 1.0711
H -0.8980 -2.2744 0.0870
H -1.1759 -3.3512 1.5995
O 0.7604 3.2047 -0.3289
H -0.1365 2.8347 -0.2993
H 1.1465 3.0319 0.5474
O -2.0258 2.6074 -1.0168
H -2.9430 2.6713 -0.5592
H -2.2214 1.8227 -1.5457
```